C13H29N3O5P | ωB97M-V/def2-TZVPD

Geometry as XYZ:
```
51
Properties=species:S:1:pos:R:3:forces:R:3
C -2.130 2.424 1.323 0.0 0.0 -0.1
C -2.069 1.454 2.488 0.0 -0.1 0.0
O -3.023 0.398 2.392 0.1 0.0 0.2
C -2.776 -0.584 1.418 0.0 0.1 -0.1
C -2.153 -1.829 2.044 0.0 -0.1 -0.1
N -0.817 -1.613 2.600 0.0 0.1 0.3
C 0.286 -1.477 1.914 0.1 0.5 0.1
N 1.457 -1.142 2.609 0.2 -0.1 -0.4
C 2.671 -1.835 2.095 0.0 0.2 0.1
O 2.366 -2.618 0.977 0.1 -0.1 -0.1
C 1.623 -1.964 -0.014 -0.2 0.2 -0.1
C 2.342 -0.802 -0.731 -0.1 -0.1 0.0
C 1.521 0.486 -0.814 0.1 0.2 0.0
P 0.173 0.459 -2.020 0.2 0.0 -0.2
O -1.111 0.020 -1.439 -0.1 -0.1 0.0
O 0.270 1.909 -2.617 -0.2 0.1 0.2
C -0.778 2.416 -3.495 -0.1 -0.2 0.0
C -0.619 3.908 -3.606 0.1 0.0 0.0
O 0.644 -0.442 -3.246 0.1 0.0 0.1
C 0.304 -1.840 -3.362 -0.1 0.0 0.0
C -0.679 -2.062 -4.507 0.0 -0.1 0.0
N 0.324 -1.552 0.595 0.0 -1.2 0.1
H -1.723 2.006 0.400 0.0 -0.1 0.0
H -1.550 3.318 1.566 -0.1 0.0 0.0
H -3.165 2.713 1.135 0.1 0.1 0.1
H -1.053 1.045 2.601 0.0 0.0 0.0
H -2.309 1.959 3.423 0.0 0.0 0.0
H -2.180 -0.200 0.579 0.0 -0.1 0.1
H -3.741 -0.898 1.010 0.0 0.0 0.0
H -2.102 -2.640 1.308 0.0 0.0 0.0
H -2.775 -2.175 2.868 0.0 0.0 0.0
H -0.708 -1.496 3.600 -0.1 0.0 -0.1
H 1.590 -0.138 2.505 -0.1 0.0 0.3
H 3.050 -2.525 2.844 0.0 0.0 0.0
H 3.427 -1.075 1.879 0.0 -0.1 0.0
H 1.369 -2.748 -0.725 0.0 0.0 0.0
H 2.581 -1.149 -1.737 0.1 0.1 0.0
H 3.301 -0.607 -0.248 -0.1 0.0 0.1
H 2.161 1.338 -1.046 0.0 -0.1 -0.1
H 1.034 0.702 0.140 0.1 0.1 0.0
H -0.663 1.920 -4.461 0.0 0.1 0.0
H -1.741 2.130 -3.065 0.0 0.1 -0.1
H -0.804 4.394 -2.647 0.0 0.0 0.0
H 0.392 4.160 -3.929 0.0 0.0 0.0
H -1.325 4.297 -4.340 0.0 0.0 0.0
H -0.130 -2.186 -2.419 0.0 0.0 -0.1
H 1.246 -2.367 -3.524 0.0 0.1 0.0
H -1.655 -2.379 -4.142 0.0 0.1 0.0
H -0.318 -2.819 -5.202 0.0 0.0 0.0
H -0.812 -1.129 -5.055 0.1 -0.1 0.0
H -0.504 -1.932 0.151 0.0 0.3 -0.2
```
Positions in Å, forces in eV/Å.

Properties
HOMO-LUMO gap = 10.092 eV
SMILES = CCOCCNC1=[NH+][C@@H](CCP(=O)(OCC)OCC)OCN1
total charge = +1
ΔE to the lowest compared entry with this formula, charge and spin = 0.00 kJ/mol

C4H9N2 | ωB97M-V/def2-TZVPD

Geometry as XYZ:
```
15
Properties=species:S:1:pos:R:3:forces:R:3
C 0.668 1.408 0.463 0.8 0.6 0.4
C -1.955 -0.268 -0.713 -0.2 1.8 1.9
C -0.714 -0.547 0.520 0.1 4.0 -0.6
C 1.581 -0.784 -0.117 0.8 0.2 -2.2
N -1.934 0.138 0.720 -0.3 -1.3 -2.8
N 0.463 0.117 0.214 -1.0 -5.6 0.7
H 1.519 1.873 0.159 2.6 0.7 -0.8
H -0.095 2.037 0.579 -3.2 2.1 0.6
H -1.869 0.398 -1.592 0.1 0.2 1.1
H -2.482 -1.137 -0.872 -0.7 -2.3 -0.4
H -0.786 -1.537 0.881 0.5 -1.3 -0.3
H 1.899 -0.636 -1.238 -0.8 -0.2 1.9
H 1.253 -1.850 -0.025 0.6 1.0 0.2
H 2.478 -0.485 0.443 -0.4 -0.5 0.2
H -2.234 1.068 0.964 1.1 0.7 0.1
```
Positions in Å, forces in eV/Å.

Properties
HOMO-LUMO gap (spin up / spin down) = 8.411 / 7.655 eV
total charge = +1
ΔE to the lowest compared entry with this formula, charge and spin = 219.97 kJ/mol
2S+1 = 3

C28H55Cl2N4O2P | ωB97M-V/def2-TZVPD

Geometry as XYZ:
```
92
Properties=species:S:1:pos:R:3:forces:R:3
C -3.152 3.104 -1.784 0.3 -0.6 -0.4
C -2.334 2.148 -0.782 -0.8 1.4 -0.8
Cl -3.627 1.399 0.322 0.9 0.1 -0.4
C -1.268 2.949 0.084 0.0 -1.7 0.3
Cl -1.864 4.659 0.318 0.4 -0.8 0.1
C 0.233 2.831 -0.446 -1.1 0.3 -0.2
P 1.374 4.194 0.285 1.3 -0.2 -0.3
C 0.958 4.269 2.154 -0.1 -0.1 0.0
O 1.045 5.705 -0.461 -0.5 -1.1 1.7
C 0.810 1.450 0.105 -0.9 0.7 0.2
C 2.169 0.955 -0.551 0.2 -2.2 2.5
C 2.157 -0.657 -0.465 0.6 0.0 0.7
C 3.384 1.403 0.386 0.5 0.2 -0.7
N 2.362 1.295 -1.981 -0.6 2.5 0.8
O 3.214 2.265 -2.175 0.0 -1.1 0.1
C 1.098 1.624 -2.693 -1.1 0.5 -2.4
C 1.541 2.102 -4.176 -0.6 -0.6 0.6
C 0.138 0.374 -2.938 0.8 -0.5 0.6
C 0.385 2.884 -2.035 0.8 0.4 0.1
H -3.555 2.457 -2.628 0.2 0.8 1.2
H -3.980 3.649 -1.236 1.0 -0.8 -0.7
H -2.484 3.868 -2.283 -0.6 -0.8 0.8
H -1.911 1.291 -1.372 -0.2 0.9 0.9
H -1.278 2.469 1.116 0.0 0.8 -1.2
H 0.557 5.291 2.448 0.4 -1.4 -0.2
H 1.944 4.048 2.675 -1.2 0.6 -0.6
H 0.259 3.434 2.471 0.5 1.2 -0.4
H 0.848 6.307 0.284 -0.2 0.0 -0.7
H 0.921 1.570 1.234 0.2 -0.4 -1.4
H -0.029 0.685 -0.019 1.1 0.8 0.0
H 2.956 -1.100 -1.144 -1.2 0.6 0.6
H 2.451 -0.974 0.591 -0.5 0.5 -1.2
H 1.138 -1.099 -0.650 1.1 0.5 -0.2
H 4.295 0.824 0.057 -0.8 0.6 0.4
H 3.632 2.496 0.307 -0.4 -1.1 -0.1
H 3.187 1.192 1.482 -0.1 0.0 -1.4
H 2.431 1.472 -4.477 -1.0 0.9 0.1
H 0.660 1.888 -4.864 1.2 0.4 0.7
H 1.775 3.206 -4.175 -0.1 -1.4 -0.1
H 0.793 -0.493 -3.283 -0.9 1.1 0.2
H -0.638 0.585 -3.729 0.9 -0.1 0.9
H -0.384 0.009 -2.005 0.5 0.4 -0.9
H 1.059 3.776 -2.259 -0.8 -1.1 0.1
H -0.569 3.073 -2.601 0.9 -0.3 0.8
C -1.256 -6.603 -2.270 0.1 0.1 -0.1
C -0.485 -5.326 -1.956 -0.2 0.1 -0.1
C -0.168 -5.109 -0.469 0.2 0.0 -0.3
C -1.264 -5.378 0.557 0.3 0.0 0.0
N -2.381 -4.351 0.730 -0.7 -0.1 0.6
C -1.953 -3.160 1.585 0.0 0.0 -0.2
C -1.400 -2.146 0.602 0.5 0.3 0.2
C -2.125 -2.405 -0.711 0.1 0.2 -0.7
C -2.912 -3.697 -0.535 -0.1 0.0 0.0
C -3.518 -5.074 1.428 0.4 0.2 -0.2
H -2.228 -6.633 -1.773 0.0 -0.1 0.0
H -1.445 -6.666 -3.344 0.0 -0.1 0.1
H -0.685 -7.487 -1.976 -0.1 0.0 0.0
H -1.024 -4.470 -2.368 0.0 0.0 0.0
H 0.463 -5.353 -2.501 0.0 0.1 0.1
H 0.274 -4.120 -0.333 0.0 0.0 0.1
H 0.641 -5.808 -0.227 -0.2 0.0 0.2
H -0.803 -5.473 1.543 -0.2 0.1 0.0
H -1.738 -6.340 0.353 -0.1 0.2 -0.1
H -2.848 -2.763 2.068 0.0 -0.2 0.0
H -1.240 -3.480 2.345 -0.1 -0.1 -0.1
H -0.323 -2.273 0.481 -0.1 0.0 0.1
H -1.551 -1.124 0.955 -0.1 -0.1 0.1
H -1.412 -2.468 -1.535 -0.1 -0.1 0.0
H -2.803 -1.583 -0.954 0.0 -0.1 0.0
H -2.871 -4.395 -1.367 0.1 0.0 0.1
H -3.962 -3.453 -0.360 0.1 -0.2 0.2
H -3.139 -5.481 2.365 -0.1 0.0 -0.1
H -3.870 -5.869 0.771 0.0 0.0 0.1
H -4.324 -4.366 1.621 0.1 -0.1 0.0
C -3.652 7.170 -1.731 -0.7 0.4 0.2
C -4.891 7.954 -1.461 -0.6 0.4 0.1
N -5.855 8.565 -1.251 1.4 -0.9 -0.3
H -2.809 7.846 -1.878 -0.1 0.0 0.0
H -3.438 6.512 -0.888 -0.1 0.1 -0.1
H -3.783 6.566 -2.629 0.0 0.1 0.1
C 4.747 -0.020 5.937 0.0 0.0 0.0
C 5.147 -1.005 4.844 0.1 0.1 0.4
C 4.512 -0.682 3.489 -0.7 -0.2 0.3
C 3.017 -0.734 3.602 -0.8 0.0 -0.2
N 1.858 -0.779 3.693 1.7 0.0 -0.2
H 3.671 -0.042 6.125 0.0 0.0 -0.1
H 5.245 -0.271 6.875 0.0 0.1 -0.1
H 5.029 1.002 5.666 0.0 -0.1 0.0
H 4.863 -2.015 5.154 0.0 0.0 -0.1
H 6.235 -0.996 4.737 -0.1 0.0 -0.1
H 4.838 -1.404 2.737 -0.2 0.1 0.0
H 4.811 0.314 3.152 -0.1 0.0 0.0
```
Positions in Å, forces in eV/Å.

Properties
HOMO-LUMO gap (spin up / spin down) = 7.566 / 7.583 eV
total charge = +1
2S+1 = 2

C6H33N2O8 | ωB97M-V/def2-TZVPD

Geometry as XYZ:
```
49
Properties=species:S:1:pos:R:3:forces:R:3
N -0.947 -1.611 -1.308 0.7 -0.8 -0.7
C -0.223 -1.043 -2.491 -0.5 0.5 -0.6
C 0.699 0.111 -2.042 -0.5 -1.1 1.6
N 0.288 0.485 -0.650 0.4 0.2 -1.3
C 3.019 0.851 1.964 -1.1 -0.8 1.1
C 1.617 0.450 1.501 0.0 -0.4 -0.6
C 1.280 1.186 0.172 -0.8 1.1 1.5
C 0.668 2.526 0.609 0.1 1.4 0.0
H -1.392 -2.496 -1.540 -1.0 0.2 -0.5
H -0.438 -1.933 -0.467 0.2 1.1 -0.2
H -1.587 -0.823 -1.122 -0.4 -0.8 0.8
H 0.273 -1.765 -3.124 0.4 -0.5 0.4
H -1.069 -0.732 -3.127 0.4 0.4 0.2
H 1.718 -0.253 -1.916 -0.2 -0.1 -0.5
H 0.703 0.918 -2.768 -0.2 -0.1 0.1
H -0.549 1.056 -0.741 0.1 0.1 0.2
H 2.975 1.924 2.139 0.8 0.2 -0.7
H 3.728 0.406 1.283 0.6 0.7 -0.3
H 3.249 0.454 2.961 -0.1 -0.2 -0.2
H 1.520 -0.622 1.274 0.2 0.1 0.5
H 0.916 0.737 2.299 -0.2 -0.3 -0.4
H 2.243 1.385 -0.292 -0.2 -0.3 -0.5
H -0.426 2.507 0.516 0.2 -0.1 0.4
H 0.978 3.456 0.110 0.1 -0.5 -0.7
H 0.958 2.797 1.628 -0.3 -0.4 0.1
H -2.453 3.006 -2.871 0.1 0.7 -0.1
H -1.528 3.639 -1.704 -0.3 0.4 -0.6
O -2.011 2.879 -2.034 0.2 -1.2 0.8
H -0.911 -3.176 1.887 -0.5 0.4 0.1
H 0.392 -3.289 1.225 0.4 0.3 -0.6
O -0.408 -2.735 1.188 0.7 -1.4 0.7
H 2.709 2.105 -3.318 0.3 0.1 0.1
H 3.236 1.874 -1.878 0.2 0.3 -0.2
O 2.851 1.435 -2.639 0.5 0.3 -0.3
H 2.053 -2.371 -0.197 0.5 0.1 0.0
H 3.034 -3.411 0.427 0.4 0.1 0.0
O 2.130 -3.259 0.160 -0.8 -0.2 0.0
H -2.888 1.328 3.351 -0.2 -0.1 0.1
H -1.410 1.633 3.473 0.1 0.1 0.2
O -2.141 1.662 2.850 0.1 0.5 -0.1
H -0.822 -0.950 1.809 0.1 -0.5 -0.1
H -1.714 0.249 1.801 -0.6 -0.5 0.4
O -1.756 -0.733 1.850 0.0 0.8 -0.4
H -3.686 -3.060 -0.184 0.1 0.3 0.4
H -2.178 -3.059 0.409 -0.6 0.3 0.2
O -2.852 -3.527 -0.096 0.3 -0.6 -0.6
H -2.956 -0.704 0.208 -0.1 0.2 0.4
H -3.671 0.610 -0.069 0.0 0.2 -0.2
O -3.223 -0.115 -0.516 0.1 -0.4 -0.1
```
Positions in Å, forces in eV/Å.

Properties
HOMO-LUMO gap = 9.892 eV
total charge = +1
ΔE to the lowest compared entry with this formula, charge and spin = 304.93 kJ/mol

Here are the calculated calculated total energy numbers, same order: -1394.424799 -266.843443 -2730.745518 -959.573324 (hartree).